A | DFT (the ωB97M-V functional and the def2-TZVPD basis) results for a cluster of 2 separate species, C4H12N2 in total.

```
18
C4H12N2 (the ωB97M-V functional and the def2-TZVPD basis)
C 0.252 0.367 0.372
C -0.063 0.741 -0.889
C -1.274 -0.145 -1.045
C -1.708 -0.860 0.107
N -2.636 -0.110 1.159
N 3.569 -0.222 -0.273
H 0.619 -0.450 0.910
H 0.564 1.308 0.924
H 0.729 0.642 -1.545
H -0.250 1.956 -0.913
H -1.413 -0.474 -2.082
H -1.550 -1.812 0.615
H -3.522 0.279 0.653
H -2.184 0.691 1.627
H -2.646 -0.790 1.940
H 3.564 -1.274 -0.170
H 4.631 0.156 -0.070
H 3.318 -0.004 -1.319
```

Values from the calculation:
E_LUMO   -0.422 hartree
Total charge   +2

---

B | DFT (the ωB97M-V functional and the def2-TZVPD basis) results for the ion C4H12N2 with charge +2.

```
18
C4H12N2 (the ωB97M-V functional and the def2-TZVPD basis)
C 1.174 0.984 0.597
C 0.865 -0.493 0.277
C -0.552 -0.812 -0.124
C -1.152 -0.573 -1.259
N -1.356 -1.639 0.842
N 0.871 1.916 -0.550
H 2.211 1.135 0.882
H 0.525 1.307 1.404
H 1.216 -1.096 1.118
H 1.501 -0.774 -0.571
H -2.185 -0.899 -1.315
H -0.861 -0.052 -2.158
H -1.793 -2.423 0.345
H -0.808 -2.072 1.594
H -2.082 -1.102 1.332
H 1.015 2.879 -0.222
H -0.104 1.878 -0.850
H 1.517 1.836 -1.342
```

Values from the calculation:
E_LUMO   -0.271 hartree
Structure (SMILES)   C=C([NH3+])CC[NH3+]
Total charge   +2

---

Which structure is most stable? B, by 0.3170 hartree over the runner-up.